# 1
{
  "formula": "C13H21O2",
  "method": "ωB97M-V/def2-TZVPD",
  "species": ["C", "O", "C", "C", "C", "C", "C", "C", "C", "C", "H", "H", "H", "H", "H", "H", "H", "H", "H", "H", "H", "C", "C", "C", "C", "O", "H", "H", "H", "H", "H", "H", "H", "H", "H", "H"],
  "positions_angstrom": [[-2.0842, -3.1592, 2.6710], [-1.2981, -2.0053, 2.2733], [-1.5993, -1.3722, 1.0668], [-1.2112, 0.0962, 1.2260], [-1.9743, 1.1094, 0.6359], [-1.5314, 2.4278, 0.6969], [-0.3703, 2.7682, 1.3890], [0.0742, 4.2018, 1.4525], [0.3694, 1.7538, 2.0183], [-0.0588, 0.4124, 1.9483], [-1.4940, -3.6476, 3.4528], [-3.0580, -2.8529, 3.0937], [-2.2582, -3.8597, 1.8276], [-2.6710, -1.4741, 0.7633], [-2.8922, 0.8150, 0.1293], [-2.1160, 3.2171, 0.2255], [0.9973, 4.3078, 2.0292], [0.2441, 4.5946, 0.4422], [-0.6840, 4.8401, 1.9241], [1.2610, 2.0044, 2.5782], [0.4985, -0.3736, 2.4563], [-2.0617, -1.5644, -2.1290], [-1.2954, -2.6069, -1.4017], [-2.0813, -3.8260, -0.9874], [-0.0342, -3.0316, -2.1675], [-0.7422, -1.8534, 0.0018], [-1.4118, -0.7324, -2.4113], [-2.4624, -2.0216, -3.0348], [-2.8833, -1.2117, -1.5180], [-1.4690, -4.5865, -0.4776], [-2.9367, -3.5538, -0.3747], [-2.4746, -4.2820, -1.9055], [0.5691, -3.7883, -1.6201], [-0.3254, -3.4907, -3.1408], [0.6072, -2.1615, -2.3943], [-0.1464, -2.5682, 0.3068]],
  "multiplicity": 1,
  "e_lumo_ev": -2.70,
  "charge": 1,
  "gap_ev": 9.32,
  "homo_energy_ev": -12.0
}



# 2
{
  "formula": "C13H22BNO5",
  "method": "ωB97M-V/def2-TZVPD",
  "species": ["O", "O", "O", "O", "C", "C", "C", "C", "C", "C", "N", "O", "B", "C", "C", "C", "C", "C", "C", "C", "H", "H", "H", "H", "H", "H", "H", "H", "H", "H", "H", "H", "H", "H", "H", "H", "H", "H", "H", "H", "H", "H"],
  "positions_angstrom": [[2.1106, -4.2085, 3.4559], [0.6335, -4.1970, 5.3615], [-0.2423, -3.8739, 3.0175], [-2.5758, -0.0236, -1.0453], [-0.9691, -3.4983, 0.6929], [-1.0718, -2.6585, -0.4528], [0.0882, -0.9589, 0.7913], [-0.3315, -3.0204, 1.8154], [0.2801, -1.7864, 1.8461], [-0.6626, -1.3130, -0.3527], [-0.6124, 1.7624, -2.4786], [1.0581, -2.0707, 4.2637], [0.8610, -3.6546, 4.0445], [1.1818, -1.4039, 3.0036], [-0.8327, 4.0587, -3.5059], [-0.0369, 3.7651, -1.1987], [1.4532, 2.9948, -3.0167], [-0.0004, 3.1625, -2.5684], [-0.2944, 0.9308, -1.3448], [-1.1763, -0.3292, -1.3065], [1.9292, -4.6978, 2.6063], [1.3249, -3.8492, 5.9828], [-3.0003, -0.8848, -0.7740], [-1.4375, -4.5019, 0.6754], [-1.6473, -2.8480, -1.3077], [0.5749, 0.0019, 0.9074], [-1.6167, 1.8272, -2.4362], [0.2996, -1.6066, 4.8380], [1.1836, -0.2773, 3.1944], [2.1826, -1.5824, 2.6766], [-1.9140, 3.7795, -3.4715], [-0.7010, 5.0705, -3.3189], [-0.5570, 3.9061, -4.6117], [0.7272, 3.3454, -0.5045], [0.0570, 4.8490, -1.2474], [-0.9947, 3.5194, -0.7267], [1.9321, 3.9582, -3.2888], [2.0162, 2.5516, -2.2285], [1.3867, 2.2215, -3.8033], [-0.2585, 1.5318, -0.4262], [0.8000, 0.7365, -1.4386], [-1.1470, -0.7281, -2.3189]],
  "multiplicity": 1,
  "e_lumo_ev": -0.12,
  "gap_ev": 8.53,
  "homo_energy_ev": -8.6
}



# 3
{
  "formula": "C13H22ClI2NOPTm",
  "method": "ωB97M-V/def2-TZVPD",
  "species": ["I", "I", "Tm", "P", "C", "C", "H", "H", "H", "C", "H", "H", "H", "H", "H", "H", "C", "O", "Cl", "C", "N", "C", "C", "C", "C", "C", "C", "C", "C", "H", "H", "H", "H", "H", "H", "H", "H", "H", "H", "H", "H", "H"],
  "positions_angstrom": [[-4.1723, -1.6273, -3.7673], [-4.4342, 1.1236, -3.6174], [0.1536, 0.7892, -0.0623], [1.8007, 0.7804, -2.2976], [1.2560, 0.5902, -4.0331], [2.6795, 2.3816, -2.4226], [3.7195, -0.3253, -1.3143], [3.9028, -0.1660, -3.0941], [2.8195, -1.4188, -2.4014], [3.2023, -0.3951, -2.2796], [3.1538, 2.6106, -1.4591], [3.4402, 2.3372, -3.2144], [2.1082, 0.7462, -4.7104], [0.4687, 1.3225, -4.2473], [1.9573, 3.1801, -2.6555], [0.8465, -0.4178, -4.1724], [-1.0535, 0.2436, -1.9276], [-1.6187, -0.1595, -2.8484], [1.6292, 1.8981, 1.5772], [-1.8521, 2.1326, 1.4417], [-1.4493, 0.8904, 2.1533], [-1.8835, 0.9480, 3.5912], [-1.9750, -0.4136, 1.5104], [-0.9208, -1.4849, 1.6481], [-1.0677, -2.5363, 2.5595], [-0.0124, -3.4300, 2.7430], [1.1557, -3.2808, 1.9877], [1.2668, -2.2412, 1.0325], [0.2348, -1.3379, 0.8823], [-2.9468, 2.1771, 1.4405], [-1.5148, 2.1866, 0.3671], [-1.4336, 2.9777, 1.9969], [-0.3983, 0.8673, 2.2236], [-2.9794, 0.8933, 3.6132], [-1.4448, 0.1026, 4.1347], [-1.5412, 1.8991, 4.0143], [-2.9040, -0.6356, 2.0474], [-2.2369, -0.1924, 0.4538], [-2.0137, -2.6364, 3.1026], [-0.0971, -4.2406, 3.4715], [1.9811, -3.9845, 2.1173], [2.1739, -2.1540, 0.4148]],
  "multiplicity": 3,
  "e_lumo_ev": [-8.08, -8.04],
  "charge": 2,
  "gap_ev": [6.16, 6.21],
  "homo_energy_ev": [-14.2, -14.2],
  "s2": 2.002
}



# 4
{
  "formula": "C13H22ClN5O",
  "method": "ωB97M-V/def2-TZVPD",
  "species": ["C", "C", "C", "C", "O", "C", "Cl", "C", "N", "C", "C", "N", "C", "C", "C", "C", "N", "C", "N", "N", "H", "H", "H", "H", "H", "H", "H", "H", "H", "H", "H", "H", "H", "H", "H", "H", "H", "H", "H", "H", "H", "H"],
  "positions_angstrom": [[-2.9516, 2.2758, -3.5019], [-3.9630, 2.5375, -2.4032], [-3.5345, 2.0755, -1.0096], [-2.1128, 2.4634, -0.6296], [-1.1468, 1.4106, -0.6642], [-1.3171, 0.3609, 0.1756], [-2.1290, -1.0352, -0.6476], [-2.1071, 0.6881, 1.3617], [-2.8070, 1.0670, 2.2196], [0.0912, -0.1535, 0.5915], [-0.1022, -1.1003, 1.6845], [-0.2423, -1.7799, 2.6261], [1.0041, 0.9640, 1.1049], [2.4543, 0.7003, 0.6884], [3.0981, -0.4652, 1.4559], [3.4625, -1.6549, 0.5914], [2.3190, -2.5727, 0.3260], [2.5325, -3.8854, 0.8144], [2.7692, -4.9014, 0.1073], [2.4523, -4.0110, 2.2102], [-2.0911, 2.9228, -3.4116], [-3.4088, 2.5201, -4.4482], [-2.6439, 1.2432, -3.5372], [-4.2746, 3.5694, -2.3760], [-4.8531, 1.9770, -2.6515], [-3.7248, 1.0171, -0.9240], [-4.1855, 2.5507, -0.2917], [-2.0877, 2.9984, 0.3052], [-1.7622, 3.1691, -1.3618], [0.5195, -0.7325, -0.2076], [0.7308, 1.9279, 0.7102], [0.9698, 0.9727, 2.1824], [3.0501, 1.5892, 0.8250], [2.4767, 0.4580, -0.3635], [2.4668, -0.7574, 2.2804], [4.0175, -0.1144, 1.9016], [3.8530, -1.3323, -0.3625], [4.2376, -2.2141, 1.0939], [2.1245, -2.6104, -0.6600], [2.7846, -4.6470, -0.8745], [1.5525, -4.4020, 2.4456], [2.4787, -3.0894, 2.6246]],
  "smiles": "[H]/N=C(/N)NCCCC[C@@H](C#N)[C@@](Cl)(C#N)OCCCC",
  "multiplicity": 1,
  "e_lumo_ev": 0.48,
  "gap_ev": 9.87,
  "homo_energy_ev": -9.4
}



Number 1: E -658.1439 Eh. Number 2: E -964.4185 Eh. Number 3: E -3120.0958 Eh. Number 4: E -1317.7059 Eh.